Record 1
Below is a 2-piece molecular cluster, C2H4ClN3 overall at a distorted geometry, with properties calculated with the ωB97M-V functional and the def2-TZVPD basis.

```
10
Properties=species:S:1:pos:R:3:lowdin_charge:R:1
C -0.991 -0.619 -1.488 0.02
C 0.863 0.546 -0.450 -0.29
N 0.148 -0.298 -1.076 0.03
N 1.888 1.164 -0.209 -0.35
N -0.137 -0.167 1.758 -0.04
Cl 2.316 1.689 1.391 0.58
H -1.019 -1.637 -1.874 0.09
H -1.790 -0.014 -1.117 0.08
H -0.383 -1.147 1.534 -0.05
H -0.894 0.484 1.531 -0.07
```

Values from the calculation:
E_HOMO (spin up / spin down): -0.29482 / -0.29477 Eh
energy relative to the best compared isomer or geometry (same formula, charge and spin): 485.9 kJ/mol



Record 2
Below is a single C5H7N molecule at a distorted geometry, with properties calculated with the ωB97M-V functional and the def2-TZVPD basis.

```
13
Properties=species:S:1:pos:R:3:lowdin_charge:R:1
C -1.747 -0.573 -1.174 -0.06
C -0.560 -0.357 -0.239 -0.31
C -0.248 -0.311 1.102 -0.14
C 0.918 0.261 1.308 -0.18
C 1.480 0.777 0.125 -0.07
N 0.585 0.176 -0.758 -0.01
H -1.845 -0.282 -2.261 0.07
H -2.616 0.086 -0.584 0.13
H -2.112 -1.617 -1.365 0.06
H -0.902 -0.292 2.119 0.16
H 1.293 0.204 2.254 0.07
H 2.501 1.226 0.080 0.12
H 0.523 0.657 -1.665 0.15
```

Values from the calculation:
structure (SMILES): Cc1ccc[nH]1
E_HOMO: -0.29288 Eh
energy relative to the best compared isomer or geometry (same formula, charge and spin): 252.2 kJ/mol



Record 3
Below is an isolated ion of composition C4H9ClNO and charge +1 at a distorted geometry, with properties calculated with the ωB97M-V functional and the def2-TZVPD basis.

```
16
Properties=species:S:1:pos:R:3:lowdin_charge:R:1
C -0.316 -1.356 -0.358 0.01
N 0.537 -0.207 0.047 -0.37
C 0.207 0.364 1.284 -0.05
C 0.348 0.887 -1.015 -0.02
C 1.980 -0.637 0.114 -0.80
O 2.144 -1.687 0.605 0.18
Cl 3.110 0.575 -0.300 0.90
H -1.294 -0.957 -0.721 0.12
H -0.044 -1.819 -1.351 0.14
H -0.342 -2.146 0.387 0.12
H -0.385 1.300 1.407 0.14
H -0.236 -0.285 2.052 0.13
H 1.225 0.511 1.870 0.16
H -0.774 1.028 -1.111 0.13
H 0.832 1.719 -0.505 0.07
H 0.805 0.657 -2.038 0.14
```

Values from the calculation:
structure (SMILES): C[N+](C)(C)C(=O)Cl
E_HOMO: -0.60285 Eh
total charge: +1
energy relative to the best compared isomer or geometry (same formula, charge and spin): 200.7 kJ/mol



Record 4
Below is a 9-piece molecular cluster, C22H42BBr16F4N overall at a distorted geometry, with properties calculated with the ωB97M-V functional and the def2-TZVPD basis.

```
86
Properties=species:S:1:pos:R:3:lowdin_charge:R:1
H -3.718 1.611 -1.312 0.05
N -3.098 2.252 -1.801 0.12
C -2.694 1.748 -2.864 -0.29
C -1.775 2.474 -3.774 -0.08
B -0.265 2.090 -3.560 -0.17
C 0.290 0.666 -3.888 -0.14
C 0.147 -0.245 -2.634 -0.08
C 0.755 3.213 -3.018 -0.41
F 1.384 3.700 -4.126 0.11
F 0.154 4.250 -2.418 0.12
C 1.849 2.726 -2.090 -0.35
F 1.314 2.233 -0.989 0.11
F 2.603 3.789 -1.737 0.08
H -3.013 0.746 -3.156 0.07
H -2.043 2.257 -4.802 0.12
H -1.914 3.534 -3.596 0.11
H 1.332 0.745 -4.171 0.10
H -0.250 0.222 -4.707 0.10
H 0.977 -0.127 -1.956 0.07
H 0.059 -1.255 -2.982 -0.02
H -0.750 0.024 -2.093 0.06
H 2.528 2.023 -2.548 0.16
Br 0.595 -3.362 -4.579 0.65
C 1.283 -4.336 -3.040 -0.67
C 0.860 -5.778 -3.087 -0.68
Br -1.012 -5.949 -2.599 0.61
H 0.917 -3.826 -2.155 0.05
H 2.365 -4.242 -3.092 0.06
H 1.410 -6.371 -2.359 0.06
H 0.976 -6.220 -4.072 0.05
Br -3.317 -2.246 -3.469 0.63
C -4.077 -3.912 -4.131 -0.69
C -5.250 -4.354 -3.292 -0.69
Br -4.663 -5.115 -1.603 0.60
H -3.270 -4.639 -4.145 0.01
H -4.391 -3.700 -5.152 0.05
H -5.799 -5.150 -3.791 0.03
H -5.929 -3.542 -3.056 0.05
Br 1.128 5.953 4.045 0.63
C 1.537 5.266 2.269 -0.69
C 0.785 3.997 1.977 -0.69
Br 1.560 2.470 2.904 0.61
H 2.613 5.137 2.224 0.05
H 1.237 6.052 1.580 0.06
H 0.849 3.755 0.919 0.04
H -0.257 4.048 2.274 0.05
Br 5.766 1.510 -0.661 0.60
C 5.765 3.440 -0.404 -0.70
C 7.070 4.059 -0.824 -0.70
Br 8.475 3.739 0.484 0.60
H 5.535 3.615 0.642 0.05
H 4.950 3.812 -1.021 0.04
H 6.974 5.140 -0.887 0.06
H 7.430 3.672 -1.772 0.05
Br -0.076 -9.113 0.083 0.59
C -1.792 -8.713 0.911 -0.69
C -2.905 -9.529 0.309 -0.69
Br -3.417 -8.846 -1.438 0.58
H -1.951 -7.645 0.802 0.05
H -1.668 -8.957 1.964 0.06
H -3.801 -9.462 0.921 0.06
H -2.637 -10.572 0.174 0.05
Br -7.034 -8.209 -6.887 0.63
C -6.503 -6.428 -6.318 -0.73
C -6.343 -5.493 -7.488 -0.70
Br -4.693 -5.840 -8.457 0.61
H -5.586 -6.543 -5.747 0.04
H -7.301 -6.084 -5.663 0.06
H -6.269 -4.462 -7.149 0.05
H -7.153 -5.580 -8.204 0.05
Br -0.086 6.149 8.452 0.60
C 1.282 7.345 7.754 -0.69
C 2.597 7.148 8.456 -0.69
Br 2.592 7.948 10.230 0.63
H 0.897 8.354 7.852 0.05
H 1.375 7.093 6.700 -0.01
H 3.399 7.646 7.917 0.06
H 2.850 6.101 8.587 0.02
Br 5.264 4.751 10.085 0.61
C 3.828 3.597 10.717 -0.69
C 2.972 4.286 11.744 -0.70
Br 3.858 4.378 13.474 0.61
H 4.296 2.694 11.095 0.05
H 3.240 3.356 9.833 0.06
H 2.057 3.722 11.916 0.06
H 2.721 5.305 11.466 -0.01
```

Values from the calculation:
structure (SMILES): [H]/N=C/CB(CC)C(F)(F)C(F)F.BrCCBr.BrCCBr.BrCCBr.BrCCBr.BrCCBr.BrCCBr.BrCCBr.BrCCBr
E_HOMO: -0.36660 Eh
energy relative to the best compared isomer or geometry (same formula, charge and spin): 18.2 kJ/mol



Record 5
Below is a single CH2O2S molecule at a distorted geometry, with properties calculated with the ωB97M-V functional and the def2-TZVPD basis.

```
6
Properties=species:S:1:pos:R:3:lowdin_charge:R:1
C 0.237 -0.325 0.015 -0.34
O 2.357 1.374 0.013 -0.26
O 2.767 0.138 -0.007 -0.56
S 1.645 -1.066 -0.002 1.04
H -0.816 -0.806 -0.020 0.08
H 0.454 0.820 -0.152 0.06
```

Values from the calculation:
E_HOMO (spin up / spin down): -0.31746 / -0.30729 Eh
energy relative to the best compared isomer or geometry (same formula, charge and spin): 623.7 kJ/mol



Record 6
Below is an isolated ion of composition C6H8NO6S and charge -1 at a distorted geometry, with properties calculated with the ωB97M-V functional and the def2-TZVPD basis.

```
22
Properties=species:S:1:pos:R:3:lowdin_charge:R:1
O -1.176 0.108 -2.142 -0.02
C -0.758 -0.671 -1.213 -0.35
C -0.358 -1.954 -1.204 -0.20
O -0.198 -2.728 -2.365 0.08
C -0.033 -2.353 0.079 -0.48
O 0.460 -3.336 0.613 0.07
O -0.313 -1.339 0.942 0.04
C -0.790 -0.167 0.250 -0.13
C 0.086 1.111 0.318 -0.58
O -0.386 1.943 -0.656 -0.05
C 0.171 1.758 1.660 -0.14
O -0.969 2.700 1.749 -0.05
N 1.489 0.803 -0.274 -0.37
S 2.818 0.203 0.620 0.67
H -0.897 -2.564 -2.922 0.05
H -1.844 0.179 0.474 0.19
H -0.838 1.272 -1.399 0.08
H 0.014 1.028 2.478 0.13
H 1.172 2.234 1.758 0.11
H -1.244 2.669 0.889 -0.01
H 1.261 -0.049 -0.981 0.11
H 2.331 -0.844 1.325 -0.16
```

Values from the calculation:
structure (SMILES): O=C1C(O)=C([O-])O[C@H]1[C@@](O)(CO)NS
E_HOMO: -0.18243 Eh
total charge: -1
energy relative to the best compared isomer or geometry (same formula, charge and spin): 238.8 kJ/mol



Record 7
Below is C6H12O as an isolated structure, with properties calculated with the ωB97M-V functional and the def2-TZVPD basis.

```
19
Properties=species:S:1:pos:R:3:lowdin_charge:R:1
C -2.301 -0.290 -1.304 -0.12
C -0.945 -0.958 -1.513 -0.25
C -0.107 -0.910 -0.250 -0.37
C 1.385 -0.877 -0.290 -0.16
C 0.610 0.415 -0.079 -0.01
C 1.575 1.718 1.917 -0.09
O 0.710 0.583 1.735 -0.15
H -2.882 -0.245 -2.231 0.07
H -2.152 0.733 -0.940 0.07
H -2.898 -0.832 -0.560 0.07
H -0.402 -0.429 -2.307 0.11
H -1.066 -1.994 -1.856 0.11
H -0.545 -1.417 0.612 0.14
H 1.921 -0.952 -1.235 0.09
H 1.901 -1.342 0.548 0.10
H 2.571 1.387 1.620 0.10
H 1.572 2.024 2.969 0.09
H 1.252 2.519 1.250 0.08
H -0.200 0.864 1.914 0.13
```

Values from the calculation:
E_HOMO: -0.28573 Eh
energy relative to the best compared isomer or geometry (same formula, charge and spin): 478.7 kJ/mol



Record 8
Below is a single C3H5N3O molecule at a distorted geometry, with properties calculated with the ωB97M-V functional and the def2-TZVPD basis.

```
12
Properties=species:S:1:pos:R:3:lowdin_charge:R:1
C 0.454 -0.452 -0.075 -0.15
C -0.751 1.683 -0.317 -0.56
C 0.748 -1.647 0.814 -0.07
N -0.844 1.467 -2.779 0.22
N -0.231 0.597 0.342 0.07
N -0.736 1.503 -1.641 0.01
O -1.346 2.532 0.350 0.02
H -0.118 -2.317 0.919 0.08
H 1.095 -1.240 1.682 0.03
H 1.574 -2.311 0.464 0.09
H -0.335 0.628 1.365 0.18
H 0.490 -0.443 -1.124 0.08
```

Values from the calculation:
E_HOMO (spin up / spin down): -0.28206 / -0.25160 Eh
energy relative to the best compared isomer or geometry (same formula, charge and spin): 452.9 kJ/mol



Which of these has the lowest energy relative to the best compared isomer or geometry (same formula, charge and spin)? C22H42BBr16F4N